Entry from OMol25: C5H14N4 as an isolated structure (wB97M-V/def2-TZVPD).

Calculated values
Spin multiplicity: 1
Frontier orbital gap (eV): 6.4
Energy relative to the best compared isomer or geometry (same formula, charge and spin) (kcal/mol): 68.6
Lowest unoccupied orbital energy (eV): 0.613
F_max (eV Å⁻¹): 0.99

```
23
Properties=species:S:1:pos:R:3:forces:R:3
C -1.7750 0.9274 0.2618 0.05 -0.18 0.17
C -0.9337 -0.0482 -0.5614 0.26 0.59 -0.75
N -0.6020 -1.3136 0.7678 0.15 0.07 0.13
C -1.4762 -0.3826 -1.8074 0.20 -0.12 0.46
H -1.2979 -1.2575 1.5110 0.20 -0.02 0.02
H -0.7132 -2.2223 0.3234 0.07 0.06 -0.02
H -1.4023 1.0894 1.2763 0.14 0.01 -0.04
H -1.8745 1.8944 -0.2322 0.07 -0.07 0.01
H -2.7755 0.5058 0.3751 0.00 -0.01 -0.11
H -2.5498 -0.3737 -1.9563 0.02 -0.02 0.05
H -0.8833 -0.9138 -2.5461 0.00 0.01 0.06
C 1.2349 -0.3187 0.6413 -0.54 -0.27 0.36
N 1.3799 0.5257 1.6711 -0.13 0.02 -0.15
N 2.1387 -1.3423 0.5350 0.09 0.04 -0.19
N 0.8499 1.6629 -0.8002 -0.07 -0.05 0.03
C 0.5888 0.2344 -0.6239 -0.24 0.00 -0.18
H 0.9212 1.4232 1.6047 0.08 -0.13 -0.05
H 1.8582 0.2748 2.5202 -0.12 -0.04 -0.12
H 1.9439 -1.9991 -0.2068 -0.09 0.11 0.05
H 2.4057 -1.8157 1.3871 -0.10 0.15 -0.02
H 0.1910 1.9785 -1.5119 0.08 -0.02 0.16
H 1.7811 1.8251 -1.1700 -0.05 -0.04 0.04
H 0.9904 -0.3541 -1.4589 -0.07 -0.10 0.08
```
Positions in Å, forces in eV/Å.

natural (NBO) atomic charge list, values in e, 8 entries:
1. C -0.65
2. C 0.14
3. N -1.01
4. C -0.76
5. H 0.36
6. H 0.35
7. H 0.19
8. H 0.22

Entry from OMol25: a 2-piece molecular cluster, C5H14N4 overall in a non-equilibrium geometry (wB97M-V/def2-TZVPD).

Calculated values
Spin multiplicity: 1
Frontier orbital gap (alpha / beta) (eV): 7.9 / 7.9
Energy relative to the best compared isomer or geometry (same formula, charge and spin) (kcal/mol): 170.6
Lowest unoccupied orbital energy (alpha / beta) (eV): 0.648 / 0.648
F_max (eV Å⁻¹): 1.25

```
23
Properties=species:S:1:pos:R:3:forces:R:3
C 2.1311 0.5270 -0.2499 -0.14 -0.07 -0.06
C -2.1700 1.8396 1.1211 -0.03 0.09 0.31
C 0.0488 -0.9019 1.7518 -0.56 0.78 0.58
N 0.0986 -0.7484 -0.3595 0.38 0.23 -0.62
N 1.4332 -0.5518 -0.9393 -0.60 -0.06 0.06
N -0.4063 -1.9382 -0.9795 0.01 0.16 -0.15
N 1.4185 -0.2808 -2.3315 0.02 0.07 0.09
C -1.1954 0.7487 0.8348 0.70 -0.92 -0.48
C -0.8363 0.3506 -0.3724 0.23 -0.22 -0.17
H 0.1201 -2.7120 -0.5768 -0.03 0.06 0.04
H -1.3775 -2.0247 -0.6908 0.13 0.04 0.06
H 1.0375 -1.0958 -2.7963 -0.02 0.02 0.05
H 0.8204 0.5200 -2.5453 0.02 -0.07 0.08
H -1.1578 0.7133 -1.3464 -0.07 0.08 0.08
H 2.1955 0.2983 0.8111 -0.03 -0.01 -0.02
H 1.6361 1.5003 -0.3686 0.02 -0.06 -0.02
H 3.1308 0.5756 -0.6752 -0.04 0.00 0.01
H -2.5602 2.3447 0.2259 0.12 -0.14 0.05
H -3.0227 1.4493 1.6834 0.02 0.01 -0.01
H 0.3425 -0.1858 2.5036 -0.11 -0.12 0.30
H 0.8722 -1.5793 1.5366 0.03 0.11 -0.32
H -0.8500 -1.4463 2.0029 0.00 0.05 0.15
H -1.7091 2.5975 1.7604 -0.03 0.00 -0.02
```
Positions in Å, forces in eV/Å.

natural (NBO) atomic charge list, values in e, 8 entries:
1. C -0.43
2. C -0.69
3. C -0.45
4. N -0.10
5. N -0.15
6. N -0.68
7. N -0.66
8. C 0.00

Entry from OMol25: an isolated molecule of C5H14N4 in a non-equilibrium geometry (wB97M-V/def2-TZVPD).

Calculated values
Spin multiplicity: 1
Frontier orbital gap (eV): 8.2
Energy relative to the best compared isomer or geometry (same formula, charge and spin) (kcal/mol): 53.8
Lowest unoccupied orbital energy (eV): 1.010
F_max (eV Å⁻¹): 2.98
SMILES: CN1[C@@H](N)N(N)C1(C)C

```
23
Properties=species:S:1:pos:R:3:forces:R:3
C -0.3332 -2.1592 0.7602 0.16 0.15 -0.06
N -0.1393 -0.9924 -0.0643 0.15 -1.34 -0.07
C 1.2047 -0.5551 -0.4792 -1.39 -0.27 -1.46
N 1.4111 -0.7154 -1.8419 1.60 -0.95 -1.68
N 0.8012 0.7773 -0.1924 0.97 0.80 2.70
N 1.0842 1.9212 -0.9749 -0.20 0.42 -1.17
C -0.4825 0.3385 0.3018 -0.88 1.62 0.12
C -0.6243 0.5973 1.7936 -0.34 0.16 0.44
C -1.6569 0.8719 -0.5025 -0.52 0.24 -0.05
H -1.2368 -2.0656 1.3699 0.12 -0.01 -0.10
H 0.5283 -2.3211 1.4208 -0.08 -0.16 0.19
H -0.4463 -3.0319 0.1112 0.01 -0.04 0.18
H 1.9801 -1.0185 0.1322 0.58 0.05 -0.06
H 0.8199 -0.2237 -2.5004 0.23 -0.16 0.43
H 2.1795 -1.2523 -2.2208 -0.34 0.22 0.19
H 2.0996 2.0485 -1.0148 -0.46 -0.12 0.29
H 0.6993 2.7515 -0.5154 0.26 -0.54 0.11
H -0.6745 1.6728 1.9962 -0.02 -0.12 -0.08
H 0.2237 0.1956 2.3582 -0.06 0.01 -0.23
H -1.5391 0.1449 2.1895 0.00 0.06 0.00
H -2.5853 0.3801 -0.1939 0.09 0.05 0.04
H -1.5288 0.6850 -1.5741 0.14 -0.01 0.25
H -1.7847 1.9504 -0.3589 -0.03 -0.06 0.03
```
Positions in Å, forces in eV/Å.

natural (NBO) atomic charge list, values in e, 8 entries:
1. C -0.42
2. N -0.46
3. C 0.28
4. N -0.88
5. N -0.35
6. N -0.68
7. C 0.29
8. C -0.63

Entry from OMol25: a 2-piece molecular cluster, C5H14NO overall in a non-equilibrium geometry (wB97M-V/def2-TZVPD).

Calculated values
Spin multiplicity: 1
Frontier orbital gap (eV): 6.3
Energy relative to the best compared isomer or geometry (same formula, charge and spin) (kcal/mol): 15.6
Charge: -1
Lowest unoccupied orbital energy (eV): 3.870
F_max (eV Å⁻¹): 1.28

```
21
Properties=species:S:1:pos:R:3:forces:R:3
C -0.5646 -1.6574 -2.3643 0.28 0.08 1.13
C -0.5148 -0.1257 -2.2011 0.47 0.37 -0.52
C -0.0429 0.3181 -0.8103 -0.06 -0.55 0.09
C -0.0190 1.8336 -0.6093 -0.67 0.47 0.18
H 0.4522 -2.0901 -2.2557 -0.51 0.20 -0.05
H -0.9607 -1.9544 -3.3204 -0.16 -0.13 -0.50
H -1.2031 -2.1187 -1.5712 0.46 0.38 -0.52
H -1.5243 0.3002 -2.3650 0.36 -0.17 -0.06
H 0.1634 0.3172 -2.9988 -0.73 -0.44 0.69
H 0.9683 -0.1154 -0.5957 -0.66 0.35 -0.18
H -0.7206 -0.1046 -0.0314 0.54 0.35 -0.37
H 0.7045 2.3362 -1.2595 0.06 -0.06 -0.15
H 0.2362 2.0512 0.4487 -0.36 -0.17 -0.64
H -1.0332 2.3005 -0.8336 1.07 -0.60 0.34
N 0.4189 -0.4688 3.8221 0.15 0.29 0.64
C 0.4876 0.0691 2.4039 -0.11 0.52 -0.27
O -0.6655 0.5352 1.9234 0.76 -0.41 0.80
H 0.4683 -1.4777 3.9074 0.09 0.12 -0.22
H 1.0901 -0.0454 4.4754 -0.31 -0.30 -0.62
H 1.3298 0.8718 2.4625 -0.57 -0.61 -0.06
H 0.9293 -0.7749 1.7729 -0.11 0.32 0.29
```
Positions in Å, forces in eV/Å.

natural (NBO) atomic charge list, values in e, 8 entries:
1. C -0.60
2. C -0.39
3. C -0.43
4. C -0.61
5. H 0.19
6. H 0.19
7. H 0.21
8. H 0.18

Entry from OMol25: a 2-piece molecular cluster, C5H14NO2 overall in a non-equilibrium geometry (wB97M-V/def2-TZVPD).

Calculated values
Spin multiplicity: 1
Frontier orbital gap (eV): 7.0
Energy relative to the best compared isomer or geometry (same formula, charge and spin) (kcal/mol): 16.7
Charge: -1
Lowest unoccupied orbital energy (eV): 3.664
F_max (eV Å⁻¹): 1.53

```
22
Properties=species:S:1:pos:R:3:forces:R:3
C 0.4853 -2.4859 1.9068 -0.43 0.49 0.38
C -0.4681 -2.0680 0.7770 0.66 0.84 0.14
N -0.0888 -0.7248 0.2683 -1.47 0.08 0.40
C -0.6681 0.2930 1.2064 0.78 -0.52 -0.91
C -0.7383 -0.4997 -1.0445 0.59 0.78 0.17
C -0.1202 0.7137 -1.8170 0.22 -0.97 0.18
O -0.4481 1.9399 -1.3488 -0.18 -0.15 -0.15
H 0.6944 -3.5540 1.9005 0.38 0.03 -0.18
H 0.1142 -2.2705 2.9146 -0.33 0.03 -0.15
H 1.3500 -1.8294 1.8086 0.44 -0.55 -0.15
H -0.3753 -2.7532 -0.0658 -0.14 -0.13 0.11
H -1.5030 -2.0285 1.1446 -0.17 -0.34 -0.21
H -0.1723 0.2071 2.1737 -0.21 0.02 0.15
H -1.7524 0.1171 1.2542 -0.05 0.07 0.40
H -0.5118 1.2789 0.7677 0.02 -0.04 0.10
H -0.6174 -1.4245 -1.6171 -0.07 0.09 -0.18
H -1.8067 -0.2383 -0.9317 -0.05 -0.38 0.06
H -0.4034 0.4707 -2.8729 -0.07 0.46 -0.08
H 0.9789 0.5419 -1.7604 0.01 -0.13 -0.21
H 2.0058 1.8746 0.3548 -0.13 -0.42 0.07
H 0.8206 2.3108 -0.6736 -0.25 0.05 0.04
O 1.7058 2.5790 -0.2120 0.45 0.68 -0.02
```
Positions in Å, forces in eV/Å.

natural (NBO) atomic charge list, values in e, 8 entries:
1. C -0.63
2. C -0.22
3. N -0.43
4. C -0.45
5. C -0.26
6. C -0.03
7. O -0.92
8. H 0.20

Entry from OMol25: a 3-piece molecular cluster, C5H14NO2 overall in a non-equilibrium geometry (wB97M-V/def2-TZVPD).

Calculated values
Spin multiplicity: 1
Frontier orbital gap (eV): 6.9
Energy relative to the best compared isomer or geometry (same formula, charge and spin) (kcal/mol): 70.3
Charge: -1
Lowest unoccupied orbital energy (eV): 3.602
F_max (eV Å⁻¹): 4.61

```
22
Properties=species:S:1:pos:R:3:forces:R:3
C 1.9256 -0.5788 -0.8279 -0.33 -3.79 2.61
O 2.7505 0.0500 -0.2160 0.70 0.70 0.43
C 0.4426 -0.9002 -0.3221 1.12 2.78 -1.11
C 0.2672 -0.0069 0.9233 -0.41 -0.49 0.49
C 0.1334 1.4991 0.6674 0.10 -0.52 -0.48
C -0.9087 -0.4883 1.7816 0.24 -0.19 0.48
N -0.4742 -0.6698 -1.4218 0.04 -1.57 0.60
H 2.3115 -1.4246 -1.4426 -0.17 0.42 -0.96
H 1.6939 0.4527 -1.8738 -0.50 1.66 -1.74
H 0.5529 -1.9632 -0.0700 -0.16 -0.07 0.21
H 1.1977 -0.1332 1.4848 -0.06 0.00 0.18
H 0.0329 1.9361 1.6607 0.02 0.39 -0.13
H -0.7373 1.7386 0.0546 -0.17 -0.14 0.18
H 1.0221 1.8873 0.1653 0.05 0.11 0.15
H -0.6106 -1.2951 2.4641 0.02 -0.29 -0.34
H -1.2394 0.2953 2.4675 -0.12 0.19 -0.19
H -1.7502 -0.7605 1.1442 -0.14 0.12 0.11
H 1.3281 0.9539 -2.3288 0.24 -0.14 -0.05
H -0.0453 -0.0850 -2.1015 -0.51 0.47 -0.29
H -3.5944 -0.3132 -0.6303 0.05 0.17 0.00
H -1.4719 -0.4361 -1.1396 0.13 0.49 0.09
O -2.8267 0.2419 -0.4391 -0.16 -0.29 -0.23
```
Positions in Å, forces in eV/Å.

natural (NBO) atomic charge list, values in e, 8 entries:
1. C 0.35
2. O -0.57
3. C -0.09
4. C -0.23
5. C -0.62
6. C -0.63
7. N -0.93
8. H 0.12

Entry from OMol25: a 2-piece molecular cluster, C5H14NO2 overall in a non-equilibrium geometry (wB97M-V/def2-TZVPD).

Calculated values
Spin multiplicity: 1
Frontier orbital gap (eV): 7.3
Energy relative to the best compared isomer or geometry (same formula, charge and spin) (kcal/mol): 54.4
Charge: -1
Lowest unoccupied orbital energy (eV): 3.795
F_max (eV Å⁻¹): 6.82

```
22
Properties=species:S:1:pos:R:3:forces:R:3
C -1.3997 0.4349 -1.8476 -2.26 2.36 -2.46
C -0.4230 0.2368 -0.7549 0.70 -1.51 1.00
C -0.6724 -1.2657 -0.0473 5.35 2.70 -0.44
C -1.4162 -1.2249 1.2350 -0.26 -0.86 2.85
N 0.8461 0.4617 -1.4178 1.24 -1.21 -0.23
C 1.9472 0.9132 -0.4256 -1.39 0.81 -0.85
O 2.2506 0.1683 0.5730 0.48 -2.69 2.93
H -1.2105 1.4067 -2.4674 0.05 -1.51 1.22
H -1.4532 -0.3431 -2.6500 0.57 0.11 0.86
H -2.4519 0.5694 -1.5740 -0.10 -0.29 0.51
H -0.3784 0.9556 0.1141 -0.80 -0.43 -1.01
H -0.8026 -1.9361 -0.8500 -1.66 -1.07 -0.75
H 0.4619 -1.5255 0.1036 -1.87 0.57 0.60
H -1.3490 -2.1476 1.8657 0.65 0.07 -0.74
H -2.5149 -1.3008 1.1032 0.29 1.35 0.12
H -0.9565 -0.4732 2.0615 -1.50 -1.09 -2.41
H 1.0535 -0.3447 -2.1246 0.03 1.81 2.02
H 2.7883 1.1551 -1.0199 1.22 0.34 -1.54
H 1.6224 1.8529 0.0463 -0.91 0.92 -0.99
H 1.8665 0.6743 1.9925 -0.55 -0.23 1.78
H 0.6583 0.8771 3.0110 -5.77 0.16 -0.37
O 1.5337 0.8554 3.0732 6.48 -0.33 -2.10
```
Positions in Å, forces in eV/Å.

natural (NBO) atomic charge list, values in e, 8 entries:
1. C -0.61
2. C -0.06
3. C -0.48
4. C -0.63
5. N -0.71
6. C 0.15
7. O -0.91
8. H 0.20

Entry from OMol25: C5H14NO2 as an isolated structure in a non-equilibrium geometry (wB97M-V/def2-TZVPD).

Calculated values
Spin multiplicity: 1
Frontier orbital gap (eV): 7.9
Energy relative to the best compared isomer or geometry (same formula, charge and spin) (kcal/mol): 12.2
Charge: -1
Lowest unoccupied orbital energy (eV): 4.211
F_max (eV Å⁻¹): 2.38

```
22
Properties=species:S:1:pos:R:3:forces:R:3
C -1.5835 -1.0156 -1.2560 0.23 -1.59 0.83
N -0.1603 -1.1516 -0.9054 0.06 1.46 -0.13
C 0.5316 0.0870 -1.3473 0.94 -1.08 -1.90
C 1.7300 0.5344 -0.5342 -0.36 -0.04 0.75
C 1.2903 1.5804 0.5397 0.79 -0.84 0.52
O 0.2228 1.2367 1.3300 -0.46 -0.33 -0.56
C -2.4339 -0.1218 -0.3563 0.71 0.74 0.29
H -1.6476 -0.7536 -2.3094 0.03 0.27 -0.12
H -1.9823 -2.0334 -1.1934 -0.18 -0.06 -0.15
H -0.0040 -1.2206 0.0992 -0.48 -0.27 0.03
H 0.9451 -0.1979 -2.3438 -0.32 0.35 0.12
H -0.1570 0.9108 -1.5499 -0.12 0.18 0.38
H 2.2072 -0.3678 -0.1247 -0.30 0.17 0.40
H 2.5371 0.9676 -1.1424 -0.38 0.21 -0.23
H 2.1680 1.6792 1.2158 0.27 0.65 -0.40
H 1.1057 2.5131 -0.0319 0.13 0.07 0.25
H -3.0038 -0.6515 0.4003 -0.34 -0.36 -0.24
H -1.7746 0.4993 0.2566 0.18 0.23 -0.19
H -3.0561 0.5494 -0.9401 -0.41 0.03 0.03
H 0.6558 -1.1379 2.8919 0.25 0.11 1.15
H 0.3292 -0.0199 1.6617 0.10 0.09 0.55
O 0.4431 -1.1133 1.9791 -0.36 0.01 -1.37
```
Positions in Å, forces in eV/Å.

natural (NBO) atomic charge list, values in e, 8 entries:
1. C -0.21
2. N -0.66
3. C -0.22
4. C -0.45
5. C -0.02
6. O -0.89
7. C -0.67
8. H 0.17